1.
16
Properties=species:S:1:pos:R:3:forces:R:3 method="wB97M-V/def2-TZVPD" relative_energy_kcal_mol=21.40 largest_force_ev_per_a=1.8 homo_energy_ev="-1.63 / -1.63" orbital_gap_ev="5.1688 / 5.1677" total_charge=-1
O 3.2737 -1.5079 0.3073 -0.91 -0.56 -0.54
C 2.2538 -2.1192 0.0261 1.06 0.13 1.45
C 0.8717 -1.7253 0.4681 0.25 -0.10 -0.16
H 2.3223 -3.1060 -0.4860 0.00 0.33 -0.37
H 0.3046 -2.6566 0.6388 0.07 0.41 0.16
H 0.9190 -1.0995 1.3714 -0.01 -0.21 -0.28
C 0.4120 0.3463 -0.9270 1.07 -0.86 -0.80
C 0.3133 -0.9853 -0.7173 -1.02 0.83 -0.35
H 1.1269 0.9528 -0.3631 -0.63 -0.08 0.11
H 0.1087 0.7634 -1.8904 -0.28 -0.03 0.70
H -0.3428 -1.5685 -1.3703 0.27 0.15 0.07
C -2.1741 2.8253 0.8736 0.01 -0.10 -0.18
C -1.9638 2.0116 -0.1864 0.32 -0.48 0.81
H -1.3439 3.2245 1.4795 -0.15 0.30 -0.42
H -3.1699 3.1567 1.2245 0.08 -0.29 0.25
H -2.9116 1.4877 -0.4489 -0.12 0.55 -0.44

=====

2.
50
Properties=species:S:1:pos:R:3:forces:R:3 method="wB97M-V/def2-TZVPD" largest_force_ev_per_a=0.6 homo_energy_ev=-1.50 orbital_gap_ev=4.1961 total_charge=-1
N 4.0835 -1.6329 -2.2330 -0.06 -0.10 0.04
C 3.7678 -0.7795 -3.4416 0.08 0.21 -0.14
N 2.4271 -0.4323 -3.6465 -0.08 -0.63 0.07
C 1.7556 -0.0259 -2.4649 -0.19 0.46 -0.27
C 0.2868 0.2749 -2.8069 0.06 -0.28 0.03
C -0.4273 -0.9703 -3.3292 -0.06 0.02 -0.10
O -1.1967 -1.6439 -2.3062 0.12 0.12 -0.03
H 4.8049 -1.1992 -1.6711 0.05 -0.01 -0.03
H 4.4226 -2.5454 -2.5105 -0.02 0.00 -0.02
H 4.1237 -1.3289 -4.3258 0.04 0.14 -0.05
H 4.4673 0.1088 -3.3482 -0.07 -0.01 0.21
H 1.7520 -0.7884 -1.6512 0.11 0.07 0.06
H 2.1681 0.9082 -2.0013 0.07 -0.13 0.13
H 0.2702 1.0612 -3.5669 -0.02 0.01 0.04
H -0.2649 0.6092 -1.9171 0.01 0.19 -0.10
H -1.1476 -0.7338 -4.1158 -0.04 0.01 0.07
H 0.3309 -1.6397 -3.7429 -0.02 0.03 -0.02
H -0.5972 -1.7560 -1.5608 0.00 -0.07 0.07
C -3.2121 -2.8372 -0.2582 0.03 -0.05 -0.04
O -2.3286 -2.1766 0.6345 -0.06 -0.07 0.12
C -2.7599 -0.8825 1.0011 0.04 0.03 -0.08
C -3.3642 -0.8561 2.3884 0.01 0.00 0.04
O -4.5657 -1.6070 2.4791 -0.01 0.00 -0.01
C -4.3810 -2.9019 3.0107 0.00 -0.02 -0.03
H -2.8510 -3.8603 -0.3551 0.00 0.00 -0.02
H -4.2354 -2.8517 0.1304 0.00 0.01 0.01
H -3.1831 -2.3647 -1.2419 -0.01 0.01 0.01
H -3.4768 -0.4949 0.2697 0.00 0.00 0.01
H -1.8877 -0.2230 0.9912 -0.01 0.01 -0.01
H -3.6032 0.1780 2.6541 0.00 0.01 -0.01
H -2.6302 -1.2312 3.1111 -0.01 0.01 0.01
H -4.1577 -2.8597 4.0839 0.02 0.01 0.00
H -3.5737 -3.4354 2.5033 -0.01 -0.01 0.00
H -5.3143 -3.4454 2.8681 0.00 0.00 0.02
C 0.3235 1.3895 0.9058 -0.04 0.08 -0.03
O 1.4381 2.0803 0.3892 0.14 -0.02 0.16
C 1.3372 3.4840 0.4411 -0.06 0.00 -0.09
C 2.1608 4.0651 1.5706 0.04 0.00 0.01
O 1.6823 3.6741 2.8485 -0.01 0.00 0.00
C 2.3945 2.5867 3.4052 -0.02 -0.02 -0.01
H 0.5959 0.3368 0.9676 0.01 0.00 -0.03
H 0.0485 1.7630 1.8990 -0.02 -0.06 0.01
H -0.5380 1.4850 0.2354 -0.01 0.02 0.01
H 0.2912 3.7971 0.5438 0.01 0.00 0.01
H 1.7161 3.8793 -0.5072 -0.01 0.00 0.00
H 2.1188 5.1577 1.5237 -0.01 0.00 -0.01
H 3.2053 3.7581 1.4475 0.00 0.02 0.01
H 3.3991 2.8947 3.7194 0.00 0.00 -0.02
H 2.4850 1.7589 2.6985 -0.01 0.00 0.01
H 1.8397 2.2532 4.2813 0.01 0.01 0.01

=====

Copy entry 2 word for word.
50
Properties=species:S:1:pos:R:3:forces:R:3 method="wB97M-V/def2-TZVPD" largest_force_ev_per_a=0.6 homo_energy_ev=-1.50 orbital_gap_ev=4.1961 total_charge=-1
N 4.0835 -1.6329 -2.2330 -0.06 -0.10 0.04
C 3.7678 -0.7795 -3.4416 0.08 0.21 -0.14
N 2.4271 -0.4323 -3.6465 -0.08 -0.63 0.07
C 1.7556 -0.0259 -2.4649 -0.19 0.46 -0.27
C 0.2868 0.2749 -2.8069 0.06 -0.28 0.03
C -0.4273 -0.9703 -3.3292 -0.06 0.02 -0.10
O -1.1967 -1.6439 -2.3062 0.12 0.12 -0.03
H 4.8049 -1.1992 -1.6711 0.05 -0.01 -0.03
H 4.4226 -2.5454 -2.5105 -0.02 0.00 -0.02
H 4.1237 -1.3289 -4.3258 0.04 0.14 -0.05
H 4.4673 0.1088 -3.3482 -0.07 -0.01 0.21
H 1.7520 -0.7884 -1.6512 0.11 0.07 0.06
H 2.1681 0.9082 -2.0013 0.07 -0.13 0.13
H 0.2702 1.0612 -3.5669 -0.02 0.01 0.04
H -0.2649 0.6092 -1.9171 0.01 0.19 -0.10
H -1.1476 -0.7338 -4.1158 -0.04 0.01 0.07
H 0.3309 -1.6397 -3.7429 -0.02 0.03 -0.02
H -0.5972 -1.7560 -1.5608 0.00 -0.07 0.07
C -3.2121 -2.8372 -0.2582 0.03 -0.05 -0.04
O -2.3286 -2.1766 0.6345 -0.06 -0.07 0.12
C -2.7599 -0.8825 1.0011 0.04 0.03 -0.08
C -3.3642 -0.8561 2.3884 0.01 0.00 0.04
O -4.5657 -1.6070 2.4791 -0.01 0.00 -0.01
C -4.3810 -2.9019 3.0107 0.00 -0.02 -0.03
H -2.8510 -3.8603 -0.3551 0.00 0.00 -0.02
H -4.2354 -2.8517 0.1304 0.00 0.01 0.01
H -3.1831 -2.3647 -1.2419 -0.01 0.01 0.01
H -3.4768 -0.4949 0.2697 0.00 0.00 0.01
H -1.8877 -0.2230 0.9912 -0.01 0.01 -0.01
H -3.6032 0.1780 2.6541 0.00 0.01 -0.01
H -2.6302 -1.2312 3.1111 -0.01 0.01 0.01
H -4.1577 -2.8597 4.0839 0.02 0.01 0.00
H -3.5737 -3.4354 2.5033 -0.01 -0.01 0.00
H -5.3143 -3.4454 2.8681 0.00 0.00 0.02
C 0.3235 1.3895 0.9058 -0.04 0.08 -0.03
O 1.4381 2.0803 0.3892 0.14 -0.02 0.16
C 1.3372 3.4840 0.4411 -0.06 0.00 -0.09
C 2.1608 4.0651 1.5706 0.04 0.00 0.01
O 1.6823 3.6741 2.8485 -0.01 0.00 0.00
C 2.3945 2.5867 3.4052 -0.02 -0.02 -0.01
H 0.5959 0.3368 0.9676 0.01 0.00 -0.03
H 0.0485 1.7630 1.8990 -0.02 -0.06 0.01
H -0.5380 1.4850 0.2354 -0.01 0.02 0.01
H 0.2912 3.7971 0.5438 0.01 0.00 0.01
H 1.7161 3.8793 -0.5072 -0.01 0.00 0.00
H 2.1188 5.1577 1.5237 -0.01 0.00 -0.01
H 3.2053 3.7581 1.4475 0.00 0.02 0.01
H 3.3991 2.8947 3.7194 0.00 0.00 -0.02
H 2.4850 1.7589 2.6985 -0.01 0.00 0.01
H 1.8397 2.2532 4.2813 0.01 0.01 0.01